DFT (ωB97M-V with the def2-TZVPD basis set) results for C4H9MgO3 as an isolated structure.

```
17
Properties=species:S:1:pos:R:3:mulliken_spin:R:1
H 2.438 -0.638 -1.499 0.00
O 0.852 0.650 -1.249 0.12
H 0.628 1.087 0.171 0.06
C -0.031 -1.675 0.998 0.01
H -0.937 -0.011 1.274 -0.01
H -1.386 2.272 0.375 0.01
O 0.388 -0.462 1.792 0.06
H 0.930 -2.058 0.605 0.00
C -0.347 0.808 1.542 0.70
H -2.459 1.119 1.597 0.03
H 2.568 0.984 -2.348 0.00
Mg -1.514 -1.327 -0.642 0.01
H 1.436 -0.300 -2.914 0.01
C 1.899 0.174 -2.014 0.01
C -1.725 1.300 0.778 -0.03
H -0.491 -2.336 1.753 0.00
O -2.251 0.414 -0.218 0.01
```

Properties
HOMO (alpha / beta)   -0.2711 / -0.3064 hartree
ΔE to the lowest compared entry with this formula, charge and spin   212.99 kcal/mol
LUMO energy (alpha / beta)   -1.8 / -1.9 eV
E   -583.1811 hartree
Total charge   0
⟨S²⟩   0.763
Spin multiplicity   2
Gap between HOMO and LUMO (alpha / beta)   5.576 / 6.486 eV